The following is a DFT calculation (the ωB97M-V functional and the def2-TZVPD basis) of a cluster of 10 separate species, C37H46Br3F27O18 in total.

HOMO (alpha / beta) (hartree): -0.4501 / -0.4501
Multiplicity: 2
DFT total energy (hartree): -13209.77329
LUMO (alpha / beta) (eV): -5.6 / -9.7
Gap between HOMO and LUMO (alpha / beta) (eV): 6.696 / 2.528
Total charge: +1
Maximum force (eV/A): 6.59

Bonds (Å) are listed after each position.
CARTESIAN COORDINATES (ANGSTROEM)
1 C -1.61249 5.87255 0.39315  Br2 1.992, Br3 2.050, Br4 2.028, H5 1.090
2 Br -0.43602 6.10364 -1.19746  C1 1.992
3 Br -0.86061 4.49255 1.70894  C1 2.050
4 Br -3.53055 5.47077 -0.12954  C1 2.028
5 H -1.52593 6.81300 0.93735  C1 1.090
6 C -6.92033 1.75656 7.68829  C7 1.557, H15 1.090, H16 1.090, H17 1.090
7 C -6.44715 0.42246 7.03915  C6 1.557, O8 1.475, H18 1.090, H19 1.090
8 O -4.98966 0.26755 6.86947  C7 1.475, C9 1.324
9 C -4.36329 0.78986 5.82636  O8 1.324, O10 1.251, C11 1.593
10 O -4.99373 1.25870 4.85323  C9 1.251
11 C -2.79785 0.52154 5.70920  C9 1.593, F12 1.371, F13 1.278, F14 1.305
12 F -2.73788 -0.76730 5.24650  C11 1.371
13 F -2.29439 1.28761 4.81899  C11 1.278
14 F -2.24135 0.57692 6.88839  C11 1.305
15 H -7.95491 1.82108 8.02531  C6 1.090
16 H -6.76185 2.54021 6.94742  C6 1.090
17 H -6.24862 2.03394 8.50067  C6 1.090
18 H -6.81073 0.40959 6.01166  C7 1.090
19 H -6.85385 -0.37397 7.66237  C7 1.090
20 C -6.78405 8.24027 3.13325  C21 1.563, H29 1.090, H30 1.090, H31 1.090
21 C -6.35603 7.67363 4.52517  C20 1.563, O22 1.430, H32 1.090, H33 1.090
22 O -6.19400 6.26370 4.34980  C21 1.430, C23 1.337
23 C -5.06571 5.69082 3.91847  O22 1.337, O24 1.279, C25 1.554
24 O -3.91562 6.24458 3.83299  C23 1.279
25 C -5.13949 4.18411 3.54656  C23 1.554, F26 1.368, F27 1.381, F28 1.321
26 F -6.28272 3.65075 4.07480  C25 1.368
27 F -5.38994 4.21271 2.18905  C25 1.381
28 F -4.01910 3.65081 3.99907  C25 1.321
29 H -7.58154 7.70479 2.61812  C20 1.090
30 H -5.94986 8.12739 2.44081  C20 1.090
31 H -6.99074 9.28864 3.34843  C20 1.090
32 H -6.92796 8.00676 5.39120  C21 1.090
33 H -5.37256 8.14342 4.51179  C21 1.090
34 C -2.74810 1.77942 1.33016  C35 1.527, H43 1.090, H44 1.090, H45 1.090
35 C -2.23706 0.41759 0.86587  C34 1.527, O36 1.417, H46 1.090, H47 1.090
36 O -1.21674 0.54293 -0.10900  C35 1.417, C37 1.398
37 C -0.81517 -0.65580 -0.70573  O36 1.398, O38 1.255, C39 1.594
38 O -1.26978 -1.80909 -0.51239  C37 1.255
39 C 0.31505 -0.34578 -1.78582  C37 1.594, F40 1.339, F41 1.327, F42 1.375
40 F 1.32215 -1.18704 -1.52107  C39 1.339
41 F -0.25500 -0.58831 -2.95904  C39 1.327
42 F 0.72657 0.96550 -1.75480  C39 1.375
43 H -3.65089 1.75024 1.94025  C34 1.090
44 H -2.88098 2.40567 0.44797  C34 1.090
45 H -2.06696 2.28719 2.01304  C34 1.090
46 H -3.13460 -0.10544 0.53578  C35 1.090
47 H -1.77769 -0.08339 1.71799  C35 1.090
48 C 1.39152 -2.31680 2.22696  C49 1.540, H57 1.090, H58 1.090, H59 1.090
49 C 2.91327 -2.46565 2.04652  C48 1.540, O50 1.460, H60 1.090, H61 1.090
50 O 3.22102 -3.85914 2.35279  C49 1.460, C51 1.304
51 C 3.30682 -4.23178 3.59957  O50 1.304, O52 1.250, C53 1.557
52 O 3.16859 -3.44614 4.56170  C51 1.250
53 C 3.78953 -5.70076 3.78146  C51 1.557, F54 1.296, F55 1.282, F56 1.317
54 F 5.05254 -5.69571 3.48932  C53 1.296
55 F 3.70348 -6.05857 5.00990  C53 1.282
56 F 3.19582 -6.54445 2.96358  C53 1.317
57 H 0.85097 -2.71942 1.37034  C48 1.090
58 H 1.11483 -1.27436 2.38462  C48 1.090
59 H 1.02991 -2.85747 3.10161  C48 1.090
60 H 3.57926 -1.78019 2.57064  C49 1.090
61 H 3.09592 -2.29363 0.98579  C49 1.090
62 C 6.42669 -3.91211 1.66299  C63 1.499, H71 1.090, H72 1.090, H73 1.090
63 C 7.03868 -2.89233 0.74982  C62 1.499, O64 1.408, H74 1.090, H75 1.090
64 O 6.21160 -1.75900 0.63437  C63 1.408, C65 1.360
65 C 5.59807 -1.48184 -0.54698  O64 1.360, O66 1.205, C67 1.538
66 O 5.76110 -2.20505 -1.49715  C65 1.205
67 C 4.92028 -0.10347 -0.62957  C65 1.538, F68 1.338, F69 1.361, F70 1.398
68 F 3.61654 -0.32901 -0.43135  C67 1.338
69 F 5.35334 0.82505 0.26606  C67 1.361
70 F 5.02376 0.37466 -1.93921  C67 1.398
71 H 6.24765 -3.36380 2.58786  C62 1.090
72 H 7.15619 -4.72140 1.63146  C62 1.090
73 H 5.48036 -4.15219 1.17829  C62 1.090
74 H 7.29917 -3.44083 -0.15538  C63 1.090
75 H 7.97622 -2.45455 1.09257  C63 1.090
76 C -4.32000 -3.08651 -0.00302  C77 1.571, H85 1.090, H86 1.090, H87 1.090
77 C -4.91776 -3.91173 -1.19915  C76 1.571, O78 1.449, H88 1.090, H89 1.090
78 O -3.87516 -4.46678 -2.03818  C77 1.449, C79 1.363
79 C -3.32714 -3.67702 -3.00492  O78 1.363, O80 1.235, C81 1.591
80 O -3.59188 -2.47784 -3.13480  C79 1.235
81 C -2.23432 -4.37439 -3.92790  C79 1.591, F82 1.345, F83 1.354, F84 1.338
82 F -0.98671 -3.91243 -3.72718  C81 1.345
83 F -2.17174 -5.72156 -3.80956  C81 1.354
84 F -2.57208 -4.14183 -5.20182  C81 1.338
85 H -3.42894 -3.64170 0.29002  C76 1.090
86 H -4.93777 -2.84785 0.86272  C76 1.090
87 H -4.00693 -2.14216 -0.44832  C76 1.090
88 H -5.61792 -3.26451 -1.72733  C77 1.090
89 H -5.48989 -4.79373 -0.91134  C77 1.090
90 C 1.75235 4.86375 -3.69100  C91 1.555, H99 1.090, H100 1.090, H101 1.090
91 C 2.58986 5.78601 -2.76100  C90 1.555, O92 1.393, H102 1.090, H103 1.090
92 O 2.70317 5.17971 -1.51234  C91 1.393, C93 1.346
93 C 3.14968 3.94474 -1.21622  O92 1.346, O94 1.213, C95 1.552
94 O 3.82864 3.29829 -1.98579  C93 1.213
95 C 2.89249 3.45096 0.23296  C93 1.552, F96 1.278, F97 1.359, F98 1.318
96 F 2.04364 4.20197 0.82273  C95 1.278
97 F 2.37368 2.20392 0.08617  C95 1.359
98 F 4.07540 3.31869 0.79882  C95 1.318
99 H 2.44716 4.13252 -4.10409  C90 1.090
100 H 1.43883 5.56849 -4.46116  C90 1.090
101 H 0.85884 4.38411 -3.29140  C90 1.090
102 H 2.12604 6.74706 -2.53887  C91 1.090
103 H 3.59607 6.04395 -3.09135  C91 1.090
104 C -1.61162 -1.39311 -6.11744  C105 1.514, H113 1.090, H114 1.090, H115 1.090
105 C -0.56678 -0.61662 -6.88952  C104 1.514, O106 1.480, H116 1.090, H117 1.090
106 O 0.58654 -0.35847 -5.99848  C105 1.480, C107 1.357
107 C 1.47411 0.62221 -6.29959  O106 1.357, O108 1.243, C109 1.476
108 O 1.45383 1.13877 -7.43009  C107 1.243
109 C 2.60005 0.67814 -5.34630  C107 1.476, F110 1.357, F111 1.336, F112 1.361
110 F 3.68137 -0.02408 -5.76979  C109 1.357
111 F 3.07707 1.91171 -5.16064  C109 1.336
112 F 2.29654 0.17092 -4.12066  C109 1.361
113 H -2.51803 -1.23689 -6.70236  C104 1.090
114 H -1.76091 -1.13660 -5.06862  C104 1.090
115 H -1.29517 -2.43322 -6.19572  C104 1.090
116 H -0.93028 0.35747 -7.21680  C105 1.090
117 H -0.31482 -1.10365 -7.83154  C105 1.090
118 C 2.80648 -3.49733 -3.32690  C119 1.501, H127 1.090, H128 1.090, H129 1.090
119 C 3.91610 -4.03955 -4.17978  C118 1.501, O120 1.372, H130 1.090, H131 1.090
120 O 4.89614 -4.51151 -3.34388  C119 1.372, C121 1.330
121 C 5.91238 -5.18833 -3.86996  O120 1.330, O122 1.220, C123 1.617
122 O 6.07446 -5.38887 -5.06281  C121 1.220
123 C 7.01424 -5.66543 -2.78756  C121 1.617, F124 1.375, F125 1.348, F126 1.333
124 F 7.22457 -6.97693 -3.14329  C123 1.375
125 F 8.26214 -5.21067 -3.01951  C123 1.348
126 F 6.71712 -5.63536 -1.48810  C123 1.333
127 H 2.02350 -4.21393 -3.07884  C118 1.090
128 H 2.28555 -2.82813 -4.01168  C118 1.090
129 H 3.11013 -2.94085 -2.44021  C118 1.090
130 H 4.26566 -3.24174 -4.83507  C119 1.090
131 H 3.43819 -4.79605 -4.80220  C119 1.090